{"formula": "C2H3NO3S", "method": "the ωB97M-V functional and the def2-TZVPD basis", "species": ["C", "C", "N", "O", "O", "O", "S", "H", "H", "H"], "coordinates": [[0.13447, -0.84845, -0.40750], [0.99814, -0.16969, -2.56388], [0.10735, -0.27190, -1.66515], [0.16889, -2.03839, -0.14399], [-1.94929, 2.28477, 3.24095], [-0.62774, 0.30470, 3.22650], [-1.60069, 1.11029, 3.92843], [0.08314, -0.06375, 0.46899], [0.67261, 0.06031, -3.59019], [2.01312, -0.36789, -2.49416]], "homo_ev": -9.844, "e_lumo_ev": -1.219, "relative_energy_kcal_mol": 40.0}